(1)
This record from the Open Molecules 2025 dataset describes a structure of composition C28H21ClI2N5O3Sn. The level of theory is ωB97M-V/def2-TZVPD.

Results
E_HOMO = -10.43 eV
Total charge = +1
Calculated total energy = -77521.934 eV
Relative energy (zero: lowest compared OMol25 entry of this formula, charge and spin) = 0.0454 eV
LUMO energy = -0.108 Ha
Frontier orbital gap = 7.48 eV

Structure (XYZ):
```
61
Properties=species:S:1:pos:R:3:forces:R:3
Sn 0.6210 -0.2699 -0.2182 -0.2 -0.1 0.1
O 0.2282 -1.9406 -1.3870 0.1 0.2 0.0
C -0.8995 -2.0282 -2.0920 -0.3 -0.2 -0.2
C -0.8522 -2.4082 -3.4385 0.1 0.1 0.2
C -2.0142 -2.5679 -4.1598 -0.2 0.0 -0.1
C -3.2675 -2.3669 -3.5718 0.1 0.0 -0.1
C -3.3315 -2.0130 -2.2463 0.0 0.0 0.0
C -2.1613 -1.8323 -1.4916 0.1 0.1 0.1
C -2.2881 -1.4562 -0.1040 0.1 0.0 -0.1
N -1.3269 -1.0938 0.6669 -0.1 -0.1 -0.3
C -1.6737 -0.6616 2.0146 -0.1 0.1 0.1
C -0.3841 -0.4184 2.7698 0.0 -0.2 0.1
N 0.4719 0.3742 1.9166 0.0 -0.4 0.0
C 0.7772 1.5630 2.2594 -0.1 0.2 0.5
C 1.5757 2.4615 1.4998 0.1 0.6 0.0
C 1.5927 3.8129 1.8866 0.0 -0.1 0.1
C 2.3063 4.7442 1.1765 -0.1 0.2 0.1
C 3.0365 4.3307 0.0654 0.1 -0.1 -0.1
C 3.0521 3.0080 -0.3216 0.1 -0.1 -0.1
C 2.3265 2.0487 0.3915 0.0 -0.2 -0.5
O 2.3531 0.7731 -0.0094 0.2 0.3 0.1
H 0.1139 -2.5768 -3.8959 0.0 0.0 0.0
H -1.9535 -2.8553 -5.2017 0.0 0.0 0.0
H -4.1710 -2.4990 -4.1493 0.0 0.0 0.0
H -4.2929 -1.8640 -1.7691 0.0 0.0 0.0
H -3.3053 -1.4635 0.2970 0.0 0.0 0.0
H -2.2831 -1.4158 2.5147 0.0 0.0 0.0
H -2.2371 0.2738 1.9606 0.0 0.0 0.0
H 0.1144 -1.3698 2.9704 0.0 0.0 0.1
H -0.5824 0.0829 3.7191 0.0 0.0 0.0
H 0.4015 1.9389 3.2135 0.0 0.0 0.0
H 1.0133 4.1125 2.7524 0.0 0.0 0.0
H 2.3035 5.7830 1.4733 0.0 0.0 0.0
H 3.6028 5.0561 -0.5044 0.0 0.0 0.0
H 3.6225 2.6787 -1.1812 0.0 0.0 0.0
Cl 0.4484 4.8808 -5.0070 0.0 0.0 0.0
C 0.1418 3.8370 -3.6621 0.0 0.0 0.1
C -0.6620 4.2565 -2.6412 0.0 0.0 -0.1
C -0.9302 3.4225 -1.5348 0.1 -0.1 0.0
I -2.1244 4.1106 0.0164 0.0 0.0 0.0
C -0.3947 2.1605 -1.4546 0.1 0.1 -0.1
O -0.6194 1.3283 -0.4534 -0.2 0.0 0.0
C 0.4700 1.7386 -2.5100 0.0 0.0 0.1
N 1.0278 0.5102 -2.3535 -0.1 0.1 -0.1
C 1.8271 0.0362 -3.2804 0.0 0.0 0.1
C 2.1283 0.7628 -4.4424 0.0 0.0 0.0
C 1.5965 2.0124 -4.6093 0.0 0.1 0.0
C 0.7437 2.5520 -3.6229 0.0 0.0 0.0
H -1.1008 5.2439 -2.6788 0.0 0.0 0.0
H 2.2552 -0.9413 -3.0945 0.0 0.0 0.0
H 2.7863 0.3335 -5.1841 0.0 0.0 0.0
H 1.8273 2.5992 -5.4882 0.0 0.0 0.0
I 4.9635 -3.4873 3.0574 0.0 0.0 0.0
C 3.4207 -3.0073 1.7852 -0.2 -0.1 0.0
C 2.6223 -3.8792 1.0612 0.1 0.1 -0.1
N 1.7576 -3.1330 0.3608 0.3 -0.2 0.3
N 1.9534 -1.8307 0.5996 -0.3 0.0 -0.2
C 2.9512 -1.7309 1.4633 0.3 -0.1 0.2
H 2.6289 -4.9539 0.9961 0.0 0.0 0.0
H 1.0624 -3.3685 -0.3366 0.0 0.0 0.0
H 3.2838 -0.7625 1.7974 0.0 0.0 0.0
```
Positions in Å, forces in eV/Å.

=====

(2)
This record from the Open Molecules 2025 dataset describes a structure of composition C28H21N2O8S2W. The level of theory is ωB97M-V/def2-TZVPD.

Results
E_HOMO = -11.01 eV
Total charge = +1
Calculated total energy = -72229.924 eV
Relative energy (zero: lowest compared OMol25 entry of this formula, charge and spin) = 0.0000 eV
LUMO energy = -0.175 Ha
Frontier orbital gap = 6.25 eV

Structure (XYZ):
```
62
Properties=species:S:1:pos:R:3:forces:R:3
W -0.0124 -0.6404 -0.5367 0.5 -0.2 -0.1
O -2.2373 0.2177 -4.2476 0.0 0.0 0.0
C -2.9409 1.2753 -3.7911 0.0 0.0 0.0
C -3.8547 1.8235 -4.6920 0.0 0.0 0.0
C -4.6254 2.9055 -4.3334 0.0 0.0 0.0
C -4.5113 3.4759 -3.0632 0.0 0.0 0.0
C -3.6152 2.9455 -2.1702 0.0 0.0 0.0
C -2.8134 1.8408 -2.5106 0.1 0.1 0.0
C -1.8832 1.3437 -1.5081 -0.1 0.0 0.0
O -1.2044 0.2086 -1.7911 -0.1 0.0 -0.2
N -1.7148 1.9044 -0.3650 0.1 -0.1 0.0
N -0.8539 1.1492 0.4204 -0.1 0.1 -0.1
C -0.6852 1.5773 1.6184 0.0 -0.1 0.0
C 0.0956 0.9122 2.6329 0.0 0.0 0.0
C 0.1106 1.4315 3.9310 0.0 0.0 0.0
C 0.7985 0.7838 4.9379 0.0 0.0 0.0
C 1.4771 -0.3978 4.6590 0.0 0.0 0.0
C 1.4864 -0.9278 3.3782 0.0 0.1 0.0
C 0.8011 -0.2638 2.3776 0.0 -0.1 0.0
O 0.8503 -0.7737 1.1190 0.0 0.2 0.0
H -1.6432 -0.1076 -3.5597 0.0 0.0 0.0
H -3.9319 1.3721 -5.6713 0.0 0.0 0.0
H -5.3281 3.3156 -5.0467 0.0 0.0 0.0
H -5.1215 4.3234 -2.7858 0.0 0.0 0.0
H -3.5083 3.3680 -1.1812 0.0 0.0 0.0
H -1.2084 2.4925 1.8801 0.0 0.0 0.0
H -0.4343 2.3442 4.1371 0.0 0.0 0.0
H 0.7999 1.1885 5.9399 0.0 0.0 0.0
H 2.0042 -0.9160 5.4490 0.0 0.0 0.0
H 2.0052 -1.8471 3.1447 0.0 0.0 0.0
O -1.8542 -2.8601 1.8987 0.0 0.1 0.0
C -1.8588 -2.6368 0.7335 -0.2 -0.2 -0.1
O -1.5239 -1.3867 0.2469 -0.3 0.0 0.4
C -2.2644 -3.5257 -0.3753 0.1 0.0 -0.1
C -3.3456 -4.3766 -0.2088 0.0 0.0 0.0
C -3.7842 -5.1433 -1.2795 0.0 0.0 0.0
C -3.1310 -5.0698 -2.4998 0.0 0.0 0.0
C -2.0204 -4.2500 -2.6615 0.0 0.0 0.0
C -1.5898 -3.4717 -1.5987 0.0 0.0 0.1
S -0.0329 -2.6386 -1.7630 0.0 0.0 0.0
H -3.8424 -4.4169 0.7512 0.0 0.0 0.0
H -4.6372 -5.7966 -1.1598 0.0 0.0 0.0
H -3.4751 -5.6669 -3.3334 0.0 0.0 0.0
H -1.4851 -4.2277 -3.6015 0.0 0.0 0.0
C 6.0090 1.8738 3.1569 0.0 0.0 0.0
C 5.1161 1.4649 2.0216 0.0 0.0 0.0
C 4.7425 0.1326 1.8619 0.0 0.0 0.0
C 3.9347 -0.2642 0.8099 0.0 0.0 0.0
C 3.5038 0.6980 -0.0916 0.0 0.0 0.0
C 3.8691 2.0350 0.0294 0.0 0.0 0.0
C 4.6684 2.4062 1.0932 0.0 0.0 0.0
S 2.4857 0.2626 -1.4321 0.0 0.0 0.0
O 3.1309 0.4411 -2.6746 -0.1 0.0 0.0
O 1.9467 -1.1361 -1.1515 0.0 0.1 -0.2
O 1.1704 0.9965 -1.2599 0.1 0.0 0.1
H 5.7798 1.3099 4.0603 0.0 0.0 0.0
H 5.9142 2.9359 3.3749 0.0 0.0 0.0
H 7.0528 1.6783 2.9037 0.0 0.0 0.0
H 5.0895 -0.6072 2.5725 0.0 0.0 0.0
H 3.6440 -1.2986 0.6898 0.0 0.0 0.0
H 3.5314 2.7697 -0.6903 0.0 0.0 0.0
H 4.9548 3.4440 1.2053 0.0 0.0 0.0
```
Positions in Å, forces in eV/Å.

=====

(3)
This record from the Open Molecules 2025 dataset describes a structure of composition C28H21NO8PW. The level of theory is ωB97M-V/def2-TZVPD.

Results
Expectation value of S² = 2.012
E_HOMO (alpha / beta) = -10.13 / -10.10 eV
Total charge = +1
Calculated total energy = -58354.593 eV
Relative energy (zero: lowest compared OMol25 entry of this formula, charge and spin) = 0.7492 eV
LUMO energy (alpha / beta) = -0.202 / -0.197 Ha
Multiplicity = 3
Frontier orbital gap (alpha / beta) = 4.65 / 4.74 eV

Structure (XYZ):
```
60
Properties=species:S:1:pos:R:3:forces:R:3
W -0.9136 -0.7788 0.1611 -0.5 0.0 0.1
O -3.1847 4.5359 3.6075 0.1 0.1 -0.6
C -3.0671 4.7088 2.3724 0.0 -0.5 1.7
O -3.3850 5.6092 1.6133 -0.1 0.4 -0.7
C -2.4134 3.4703 1.7322 -0.3 0.6 -0.4
C -2.6882 3.1775 0.3941 0.2 -0.2 0.0
C -2.1455 2.0579 -0.1755 0.0 -0.2 -0.2
N -1.3094 1.2413 0.5094 -0.2 -0.1 -0.1
C -1.0176 1.5651 1.7989 0.1 0.2 0.5
C -1.5710 2.6346 2.4601 0.5 -0.5 -0.4
C -0.0659 0.6217 2.4604 -0.2 0.5 0.5
O 0.3450 0.7032 3.5683 0.1 -0.1 -0.3
O 0.2543 -0.4240 1.6177 -0.2 -0.6 -0.1
H -3.3211 3.8408 -0.1779 0.0 0.1 0.1
H -2.3497 1.7827 -1.2027 0.0 -0.1 0.0
H -1.3431 2.8114 3.5016 -0.1 0.2 0.0
C 1.9133 -2.8675 -0.2375 -0.2 0.0 0.2
P 1.0499 -1.5360 -1.1012 0.7 -0.1 -0.6
C 2.1900 -0.1524 -1.2717 -0.1 0.0 0.1
C 2.0647 0.7205 -2.3536 -0.1 -0.1 0.0
C 2.8918 1.8263 -2.4426 0.0 0.0 0.0
C 3.8358 2.0707 -1.4531 0.0 0.0 0.0
C 3.9570 1.2094 -0.3722 0.0 0.0 0.0
C 3.1336 0.0983 -0.2755 0.0 0.0 0.0
C 0.6364 -2.1325 -2.7474 -0.2 0.1 0.0
C 1.6540 -2.5399 -3.6089 0.1 0.0 0.0
C 1.3400 -3.0125 -4.8716 0.0 0.0 0.0
C 0.0140 -3.0774 -5.2816 0.0 0.0 0.0
C -1.0029 -2.6682 -4.4316 0.0 0.0 0.0
C -0.6906 -2.1968 -3.1662 0.0 0.0 0.1
H 2.8427 -3.1213 -0.7460 0.0 0.1 -0.1
H 1.2548 -3.7352 -0.2146 0.0 0.0 0.0
H 2.1229 -2.5619 0.7872 0.0 0.0 0.0
H 1.3334 0.5277 -3.1296 0.0 0.0 0.0
H 2.8018 2.4975 -3.2860 0.0 0.0 0.0
H 4.4803 2.9365 -1.5256 0.0 0.0 0.0
H 4.6918 1.4014 0.3977 0.0 0.0 0.0
H 3.2274 -0.5612 0.5773 0.0 0.0 0.0
H 2.6906 -2.4774 -3.2988 0.0 0.0 0.0
H 2.1302 -3.3277 -5.5393 0.0 0.0 0.0
H -0.2260 -3.4461 -6.2698 0.0 0.0 0.0
H -2.0348 -2.7136 -4.7520 0.0 0.0 0.0
H -1.4978 -1.8778 -2.5128 0.0 0.0 0.0
O -2.8108 -1.3991 -0.1701 0.5 0.2 0.1
C -2.5536 -2.6791 0.0340 -0.5 -0.3 -0.1
O -1.3275 -2.8980 0.2887 0.4 0.3 0.0
C -3.5793 -3.6741 -0.0379 0.2 0.2 0.0
C -3.2308 -5.0140 0.1556 0.0 -0.1 0.0
C -4.1894 -6.0146 0.1022 0.1 0.0 0.0
C -5.4843 -5.6118 -0.1471 -0.1 -0.1 0.0
O -6.5750 -6.3855 -0.2413 0.2 0.1 0.0
C -7.6891 -5.5132 -0.4952 -0.1 0.0 0.0
O -7.1722 -4.1834 -0.5635 0.1 0.0 0.0
C -5.8364 -4.2737 -0.3406 0.0 0.1 0.0
C -4.9132 -3.2742 -0.2935 -0.1 -0.1 0.0
H -2.1980 -5.2645 0.3531 0.0 0.0 0.0
H -3.9430 -7.0555 0.2511 0.0 0.0 0.0
H -8.3980 -5.5921 0.3281 0.0 0.0 0.0
H -8.1417 -5.7821 -1.4485 0.0 0.0 0.0
H -5.1773 -2.2367 -0.4351 0.0 0.0 0.0
```
Positions in Å, forces in eV/Å.